1.
ORCA calculation (ωB97M-V/def2-TZVPD) on a molecular structure, C24H60KO16P4 at a distorted geometry.

Values from the calculation:
E, Ha: -4119.982877
Multiplicity: 1
Total charge: +1

Positions of all 105 atoms, in Å:
K 0.204 -1.581 0.791
C 5.862 -4.760 -2.467
C 5.730 -4.309 -1.034
O 4.355 -3.944 -0.811
P 3.978 -2.615 0.032
O 2.607 -2.622 0.543
O 5.119 -2.501 1.137
C 5.151 -3.455 2.220
C 6.595 -3.792 2.526
O 4.375 -1.413 -0.924
C 3.693 -1.277 -2.174
C 4.642 -0.618 -3.158
H 6.897 -4.766 -2.810
H 5.422 -5.741 -2.650
H 5.292 -4.108 -3.134
H 5.987 -5.132 -0.363
H 6.360 -3.447 -0.812
H 4.633 -3.034 3.080
H 4.632 -4.399 2.021
H 7.149 -2.859 2.626
H 6.551 -4.308 3.489
H 7.058 -4.450 1.798
H 3.345 -2.232 -2.575
H 2.842 -0.620 -2.008
H 5.505 -1.264 -3.314
H 4.121 -0.361 -4.080
H 4.978 0.348 -2.775
C -6.584 0.001 -1.931
C -6.294 -0.550 -0.549
O -4.967 -1.181 -0.615
P -3.875 -0.616 0.427
O -2.629 -1.401 0.521
O -3.653 0.866 -0.113
C -2.876 1.773 0.669
C -3.166 3.176 0.103
O -4.611 -0.462 1.824
C -4.537 -1.530 2.776
C -5.957 -1.822 3.253
H -5.798 0.630 -2.337
H -6.775 -0.860 -2.577
H -7.538 0.526 -2.029
H -6.317 0.181 0.258
H -6.936 -1.382 -0.262
H -3.027 1.753 1.751
H -1.816 1.582 0.470
H -2.598 3.884 0.707
H -2.667 3.200 -0.868
H -4.217 3.433 0.018
H -4.026 -2.408 2.380
H -3.928 -1.246 3.637
H -6.519 -0.903 3.430
H -6.571 -2.417 2.575
H -5.986 -2.348 4.210
C -1.366 -0.059 4.341
C -1.287 1.456 4.622
O 0.041 1.965 4.380
P 0.633 2.092 2.910
O 0.532 0.910 2.028
O -0.051 3.399 2.325
C 0.044 4.665 3.013
C -1.203 5.501 2.767
O 2.120 2.544 3.226
C 3.044 1.542 3.701
C 4.176 2.348 4.370
H -1.682 -0.273 3.316
H -0.395 -0.549 4.403
H -2.094 -0.507 5.016
H -1.943 1.960 3.914
H -1.529 1.573 5.672
H 0.379 4.579 4.047
H 0.880 5.161 2.503
H -1.303 5.797 1.725
H -2.137 5.023 3.057
H -1.021 6.389 3.377
H 2.575 0.872 4.420
H 3.427 0.986 2.845
H 3.700 2.805 5.237
H 4.925 1.678 4.797
H 4.667 3.033 3.689
C -3.685 -0.779 -3.467
C -2.241 -1.009 -3.069
O -1.477 0.092 -3.610
P -0.075 0.512 -2.920
O -0.003 0.357 -1.464
O 0.965 -0.289 -3.805
C 0.967 -0.264 -5.236
C 1.010 -1.686 -5.754
O 0.108 1.998 -3.509
C -0.402 3.139 -2.819
C -1.805 3.469 -3.274
H -3.985 0.069 -2.852
H -3.816 -0.477 -4.507
H -4.247 -1.706 -3.366
H -2.182 -1.144 -1.987
H -1.783 -1.910 -3.496
H 0.091 0.267 -5.611
H 1.821 0.322 -5.584
H 0.008 -2.098 -5.630
H 1.307 -1.764 -6.799
H 1.746 -2.270 -5.199
H -0.380 3.003 -1.729
H 0.343 3.934 -2.891
H -1.902 3.760 -4.317
H -2.496 2.668 -3.004
H -2.236 4.299 -2.702

---

2.
ORCA calculation (ωB97M-V/def2-TZVPD) on a molecular structure, C24H60N4O8Rb at a distorted geometry.

Values from the calculation:
E, Ha: -1795.119843
Multiplicity: 1
Total charge: +1

Positions of all 97 atoms, in Å:
Rb 6.871 13.898 3.552
C 9.586 12.687 5.780
O 8.734 12.050 4.866
C 9.364 11.176 3.962
C 9.618 9.829 4.630
N 8.363 9.265 5.075
C 8.521 8.028 5.844
C 7.219 7.636 6.512
O 7.292 7.946 7.887
C 6.115 7.577 8.571
H 10.076 11.974 6.454
H 8.969 13.303 6.434
H 10.351 13.282 5.271
H 10.333 11.605 3.666
H 8.804 11.026 3.035
H 10.309 9.961 5.469
H 10.183 9.170 3.947
H 7.869 8.993 4.229
H 9.360 8.040 6.536
H 8.780 7.202 5.155
H 6.957 6.581 6.345
H 6.375 8.194 6.068
H 5.279 8.220 8.259
H 6.270 7.664 9.641
H 5.832 6.548 8.316
C 4.588 14.811 -2.488
O 5.047 14.683 -1.176
C 3.992 14.815 -0.219
C 4.619 14.548 1.129
N 5.629 15.512 1.590
C 5.012 16.814 1.882
C 4.403 16.918 3.263
O 5.398 16.917 4.258
C 4.837 17.238 5.522
H 5.411 14.664 -3.189
H 4.210 15.816 -2.732
H 3.802 14.089 -2.744
H 3.236 14.058 -0.447
H 3.594 15.828 -0.327
H 5.079 13.553 1.052
H 3.811 14.441 1.861
H 6.308 15.548 0.836
H 4.299 17.120 1.110
H 5.796 17.575 1.822
H 3.575 16.215 3.434
H 3.897 17.900 3.241
H 4.149 16.457 5.859
H 4.319 18.201 5.480
H 5.651 17.321 6.240
C 6.486 21.230 5.233
O 7.361 21.025 4.156
C 6.863 20.057 3.253
C 7.960 19.737 2.252
N 8.960 18.862 2.808
C 8.629 17.469 2.833
C 9.847 16.553 2.850
O 9.363 15.234 2.659
C 10.354 14.308 2.316
H 5.446 21.344 4.903
H 6.744 22.150 5.756
H 6.556 20.409 5.960
H 6.000 20.461 2.710
H 6.622 19.145 3.813
H 8.450 20.661 1.948
H 7.481 19.282 1.366
H 9.908 19.007 2.502
H 8.110 17.172 1.888
H 7.885 17.178 3.585
H 10.346 16.609 3.823
H 10.483 16.834 2.005
H 10.931 13.986 3.197
H 11.104 14.758 1.653
H 9.941 13.423 1.836
C 7.334 8.582 1.459
O 6.746 9.309 2.520
C 5.832 10.290 2.067
C 5.012 10.810 3.208
N 5.816 11.352 4.320
C 5.101 11.289 5.597
C 4.286 12.551 5.816
O 2.953 12.439 5.347
C 2.055 11.905 6.320
H 8.008 9.200 0.855
H 6.562 8.202 0.775
H 7.836 7.718 1.885
H 5.139 9.841 1.342
H 6.409 11.052 1.517
H 4.329 10.026 3.548
H 4.409 11.640 2.820
H 6.662 10.794 4.402
H 5.823 11.145 6.407
H 4.467 10.394 5.678
H 4.672 13.316 5.130
H 4.305 12.994 6.817
H 1.190 11.517 5.795
H 1.741 12.699 7.008
H 2.553 11.141 6.924

---

3.
ORCA calculation (ωB97M-V/def2-TZVPD) on 6 unconnected molecules or ions with the total composition C24H60O18S4 at a distorted geometry.

Values from the calculation:
E, Ha: -3897.305613
Multiplicity: 1
Total charge: 0
SMILES: CCOS(C)(=O)=O.CCOS(C)(=O)=O.CCOS(C)(=O)=O.CCOS(C)(=O)=O.COCCOCCOC.COCCOCCOC

Positions of all 106 atoms, in Å:
O -19.801 -19.923 3.823
S -20.182 -18.621 3.417
O -21.417 -18.068 3.873
O -19.023 -17.651 3.921
C -19.028 -16.283 3.500
C -17.730 -15.675 3.988
C -20.082 -18.435 1.667
H -19.897 -15.757 3.898
H -18.996 -16.219 2.413
H -17.571 -15.819 5.060
H -17.650 -14.614 3.762
H -16.918 -16.262 3.549
H -19.020 -18.384 1.432
H -20.467 -17.471 1.347
H -20.620 -19.243 1.185
O -10.512 -16.809 -9.389
S -10.981 -17.493 -8.249
O -10.118 -18.153 -7.340
O -11.806 -16.405 -7.430
C -12.416 -16.819 -6.196
C -11.695 -16.168 -5.019
C -12.277 -18.600 -8.772
H -12.358 -17.893 -6.021
H -13.455 -16.489 -6.197
H -11.748 -15.081 -5.009
H -10.651 -16.474 -5.114
H -12.109 -16.532 -4.079
H -13.047 -17.964 -9.200
H -12.689 -19.067 -7.882
H -11.816 -19.299 -9.460
O -15.254 -20.437 1.766
S -13.854 -20.478 2.026
O -12.921 -20.620 0.969
O -13.525 -19.204 2.892
C -14.559 -18.460 3.541
C -14.515 -18.630 5.039
C -13.538 -21.733 3.243
H -15.526 -18.734 3.106
H -14.566 -17.403 3.256
H -15.180 -17.895 5.492
H -13.502 -18.483 5.419
H -14.801 -19.628 5.372
H -14.045 -22.623 2.878
H -14.129 -21.375 4.086
H -12.486 -21.789 3.484
O -20.225 -15.439 -2.015
S -20.521 -16.823 -2.233
O -20.951 -17.594 -1.124
O -21.590 -16.966 -3.378
C -21.740 -15.940 -4.374
C -20.521 -15.745 -5.262
C -19.123 -17.650 -2.972
H -22.058 -15.003 -3.914
H -22.567 -16.273 -4.998
H -20.760 -15.072 -6.083
H -20.225 -16.714 -5.669
H -19.675 -15.347 -4.701
H -18.588 -16.962 -3.614
H -19.551 -18.518 -3.465
H -18.546 -17.966 -2.104
C -17.316 -10.798 0.441
O -16.145 -10.089 0.133
C -14.969 -10.860 0.302
C -13.883 -10.128 -0.449
O -14.138 -10.306 -1.836
C -13.289 -9.525 -2.617
C -13.347 -9.937 -4.064
O -13.205 -11.333 -4.304
C -12.982 -11.544 -5.665
H -17.455 -10.944 1.522
H -17.267 -11.818 0.048
H -18.159 -10.308 -0.039
H -15.027 -11.877 -0.098
H -14.739 -10.865 1.375
H -12.903 -10.530 -0.177
H -14.067 -9.071 -0.224
H -12.244 -9.558 -2.268
H -13.506 -8.445 -2.592
H -12.496 -9.509 -4.611
H -14.300 -9.612 -4.499
H -11.992 -11.139 -5.934
H -13.719 -11.030 -6.294
H -12.937 -12.601 -5.920
C -12.945 -15.129 -0.865
O -13.212 -15.021 -2.249
C -13.853 -13.817 -2.646
C -15.357 -14.010 -2.641
O -15.754 -14.568 -1.402
C -17.065 -15.045 -1.343
C -17.554 -15.372 0.067
O -17.565 -16.748 0.369
C -16.304 -17.360 0.469
H -11.867 -15.181 -0.696
H -13.465 -16.003 -0.467
H -13.317 -14.282 -0.281
H -13.561 -13.675 -3.687
H -13.469 -12.938 -2.129
H -15.582 -14.655 -3.503
H -15.932 -13.084 -2.781
H -17.131 -16.047 -1.805
H -17.797 -14.403 -1.845
H -18.586 -15.024 0.118
H -16.946 -14.839 0.810
H -16.475 -18.426 0.335
H -15.836 -17.190 1.446
H -15.545 -17.029 -0.250

---

4.
ORCA calculation (ωB97M-V/def2-TZVPD) on 7 unconnected molecules or ions with the total composition C24H63NO8 at a distorted geometry.

Values from the calculation:
E, Ha: -1608.653944
Multiplicity: 1
Total charge: 0
SMILES: COCCNCCOC.CC(C)O.CC(C)O.CC(C)O.CC(C)O.CC(C)O.CC(C)O

Positions of all 96 atoms, in Å:
C 0.792 -1.343 -5.922
O 1.229 -0.819 -7.206
C 0.230 -1.043 -8.171
C 0.777 -0.676 -9.597
N 1.274 0.652 -9.767
C 0.400 1.822 -9.543
C 0.892 3.268 -9.546
O -0.105 4.252 -9.284
C 0.256 5.615 -9.556
H 0.563 -2.406 -5.996
H -0.246 -1.062 -5.746
H 1.445 -1.167 -5.067
H -0.706 -0.502 -8.035
H 0.055 -2.099 -8.377
H 0.013 -0.896 -10.342
H 1.525 -1.438 -9.816
H 1.875 0.650 -8.955
H 0.054 1.872 -8.510
H -0.522 1.758 -10.121
H 1.375 3.463 -10.503
H 1.627 3.326 -8.744
H 0.939 5.948 -8.774
H -0.556 6.323 -9.389
H 0.690 5.709 -10.552
C -4.810 -4.182 3.761
C -4.505 -3.329 5.022
C -5.540 -3.226 6.067
O -3.356 -4.050 5.501
H -4.066 -4.014 2.983
H -5.831 -3.904 3.501
H -4.634 -5.240 3.958
H -4.220 -2.306 4.778
H -5.149 -2.611 6.878
H -5.817 -4.161 6.556
H -6.409 -2.696 5.678
H -3.215 -4.884 5.045
C -1.427 3.800 -4.267
C -2.714 3.160 -3.760
C -2.938 1.818 -4.456
O -2.785 2.960 -2.367
H -1.652 4.183 -5.262
H -0.550 3.153 -4.295
H -1.268 4.770 -3.796
H -3.514 3.847 -4.031
H -2.055 1.195 -4.314
H -2.866 2.016 -5.526
H -3.843 1.361 -4.055
H -3.472 2.356 -2.078
C 3.030 5.684 7.743
C 1.942 4.827 7.144
C 2.518 3.835 6.120
O 1.543 4.101 8.281
H 3.729 6.179 7.070
H 3.605 5.120 8.478
H 2.560 6.466 8.339
H 1.120 5.405 6.721
H 3.026 3.040 6.666
H 3.215 4.172 5.352
H 1.800 3.267 5.528
H 1.523 4.672 9.052
C 2.419 -6.923 0.561
C 3.590 -5.943 0.648
C 3.967 -5.114 -0.600
O 3.331 -4.968 1.683
H 2.660 -7.887 0.111
H 1.481 -6.524 0.176
H 2.202 -7.232 1.584
H 4.368 -6.541 1.123
H 4.172 -5.774 -1.443
H 4.926 -4.608 -0.490
H 3.233 -4.397 -0.967
H 2.510 -5.216 2.115
C 1.872 0.501 0.524
C 0.661 -0.391 0.607
C -0.160 -0.006 1.898
O -0.148 -0.207 -0.432
H 2.535 0.245 1.350
H 1.752 1.582 0.592
H 2.361 0.281 -0.424
H 0.926 -1.448 0.631
H -0.570 -0.930 2.306
H -0.957 0.737 1.932
H 0.527 0.374 2.655
H -0.478 0.687 -0.547
C 0.873 -1.136 7.839
C -0.439 -0.693 8.345
C -1.164 0.195 7.400
O -1.253 -1.845 8.445
H 1.598 -0.329 7.944
H 0.794 -1.660 6.886
H 1.321 -1.804 8.574
H -0.321 -0.247 9.332
H -2.148 0.333 7.847
H -1.258 -0.188 6.383
H -0.555 1.099 7.390
H -1.479 -2.012 7.527

---

5.
ORCA calculation (ωB97M-V/def2-TZVPD) on 8 unconnected molecules or ions with the total composition C24H63NO8 at a distorted geometry.

Values from the calculation:
E, Ha: -1608.774319
Multiplicity: 1
Total charge: 0
SMILES: CC1(C)CCCC(C)(C)N1O.CC(C)O.CC(C)O.CC(C)O.CC(C)O.CC(C)O.O.O

Positions of all 96 atoms, in Å:
C 2.568 0.960 1.407
C 3.078 2.275 2.080
C 2.154 2.796 3.245
C 2.236 2.051 4.530
C 3.682 2.094 5.000
C 4.656 1.454 4.018
N 4.446 2.049 2.614
O 5.380 1.667 1.723
C 6.001 1.889 4.455
C 4.477 -0.105 4.080
C 3.146 3.400 1.074
H 2.638 0.084 2.053
H 3.243 0.807 0.565
H 1.512 1.055 1.155
H 2.495 3.795 3.516
H 1.108 2.834 2.944
H 1.912 1.015 4.427
H 1.497 2.607 5.107
H 3.786 1.611 5.972
H 3.892 3.132 5.255
H 6.156 1.412 5.423
H 6.768 1.501 3.785
H 6.110 2.972 4.507
H 5.034 -0.593 3.280
H 4.791 -0.488 5.050
H 3.469 -0.469 3.879
H 3.712 4.272 1.401
H 2.132 3.751 0.884
H 3.475 3.048 0.096
H 5.792 2.491 1.452
O 0.942 -2.050 -3.017
H 0.951 -2.616 -2.245
H 0.441 -1.281 -2.745
O -0.787 -0.486 -1.272
H -1.734 -0.621 -1.267
H -0.635 0.173 -0.596
C -0.346 2.229 -3.388
C 0.328 2.702 -2.101
C -0.656 2.867 -1.024
O 1.286 1.738 -1.804
H -1.188 2.855 -3.684
H -0.905 1.302 -3.263
H 0.318 2.059 -4.235
H 0.839 3.649 -2.272
H -0.165 3.186 -0.104
H -1.416 2.094 -0.913
H -1.314 3.710 -1.233
H 0.815 0.902 -1.787
C -3.214 -1.345 1.930
C -2.757 0.096 1.878
C -1.383 0.332 2.531
O -2.562 0.573 0.590
H -4.267 -1.520 1.710
H -3.020 -1.817 2.893
H -2.666 -1.877 1.153
H -3.423 0.739 2.454
H -0.934 1.316 2.400
H -0.800 -0.455 2.053
H -1.507 0.019 3.568
H -3.126 0.060 0.006
C -1.657 -1.711 -4.533
C -2.847 -2.225 -5.447
C -2.517 -2.381 -7.007
O -3.057 -3.543 -4.998
H -1.904 -1.773 -3.474
H -1.468 -0.641 -4.615
H -0.722 -2.222 -4.764
H -3.804 -1.753 -5.229
H -2.687 -1.419 -7.491
H -3.403 -2.910 -7.357
H -1.582 -2.907 -7.198
H -2.225 -4.018 -5.053
C -6.013 -1.379 -1.055
C -5.059 -0.618 -2.013
C -4.865 0.876 -1.785
O -3.781 -1.131 -1.584
H -6.020 -2.423 -1.368
H -7.034 -0.999 -1.107
H -5.722 -1.354 -0.005
H -5.352 -0.960 -3.006
H -4.049 1.198 -2.432
H -4.685 1.101 -0.734
H -5.692 1.508 -2.110
H -3.692 -2.062 -1.798
C 2.066 -2.664 0.051
C 1.052 -3.796 0.248
C 0.033 -3.451 1.346
O 0.497 -4.020 -1.003
H 2.853 -2.852 -0.680
H 2.697 -2.296 0.860
H 1.509 -1.812 -0.339
H 1.578 -4.692 0.578
H -0.510 -2.590 0.955
H 0.540 -3.170 2.269
H -0.632 -4.294 1.530
H -0.306 -4.519 -0.840